Entry 1:
{"formula": "C5H16N2S", "method": "the ωB97M-V functional and the def2-TZVPD basis", "total_energy_ev": -19259.695, "molar_mass_g_mol": 136.3, "homo_ev": -8.669, "e_lumo_ev": 0.927, "e_above_lowest_ev": 0.1000, "smiles": "CCCS.CNCN", "total_charge": 0, "gap_ha": 0.353, "symbols": ["C", "C", "C", "S", "H", "H", "H", "H", "H", "H", "H", "H", "C", "N", "C", "N", "H", "H", "H", "H", "H", "H", "H", "H"], "coordinates": [[0.44243, 2.45376, -3.12615], [-0.64007, 1.52817, -2.59413], [-0.32929, 1.02458, -1.19232], [-1.69764, 0.01759, -0.51309], [0.19744, 2.79606, -4.13176], [1.41725, 1.97598, -3.17626], [0.54618, 3.35174, -2.51003], [-1.58873, 2.06338, -2.58905], [-0.74734, 0.67418, -3.26865], [-0.14921, 1.86610, -0.52430], [0.57568, 0.41693, -1.19514], [-0.91281, -0.51647, 0.43858], [0.39249, -2.69536, 2.22131], [0.81880, -1.70010, 1.25281], [1.71575, -0.70442, 1.84062], [1.04983, 0.33648, 2.59660], [-0.21956, -3.44876, 1.73000], [1.23341, -3.20727, 2.70322], [-0.20818, -2.22288, 3.00190], [1.31678, -2.17013, 0.50646], [2.27178, -0.23337, 1.03526], [2.46383, -1.17823, 2.48786], [0.35803, 0.78853, 2.00858], [0.53222, -0.05592, 3.37356]], "forces_ev_per_a": [[0.0, 0.4, -0.1], [0.2, -0.1, 0.0], [-0.1, 0.0, 0.0], [0.2, 0.2, -0.1], [0.0, 0.0, 0.0], [0.1, -0.2, 0.1], [0.0, -0.1, 0.0], [-0.2, 0.0, 0.0], [-0.1, 0.0, 0.1], [0.0, 0.1, 0.0], [0.0, -0.1, -0.1], [-0.1, -0.3, 0.0], [-0.1, -0.1, 0.1], [0.3, 0.1, 0.0], [0.0, 0.1, 0.1], [-0.1, -0.1, -0.1], [-0.1, 0.0, 0.0], [0.1, 0.0, 0.1], [0.0, -0.1, -0.1], [-0.1, 0.0, -0.1], [0.0, 0.1, -0.2], [0.0, 0.0, 0.2], [0.0, 0.1, 0.0], [0.1, 0.0, 0.1]]}

Entry 2:
{"formula": "C5H16N3", "method": "the ωB97M-V functional and the def2-TZVPD basis", "total_energy_ev": -9909.407, "molar_mass_g_mol": 118.2, "homo_ev": -14.558, "e_lumo_ev": -3.018, "e_above_lowest_ev": 0.3088, "total_charge": 1, "gap_ha": 0.424, "symbols": ["C", "C", "C", "N", "N", "N", "H", "H", "H", "H", "H", "H", "H", "H", "H", "H", "C", "C", "H", "H", "H", "H", "H", "H"], "coordinates": [[-0.17628, 0.84467, 0.60397], [-1.69812, 0.64638, 0.51399], [0.34891, 2.09822, -1.46207], [0.48577, 1.03728, -0.68544], [-0.28378, 3.20157, -1.03344], [1.02096, 2.16388, -2.61146], [-0.01339, 1.71400, 1.24820], [0.30108, 0.01564, 1.10868], [-1.96476, -0.37695, 0.26617], [-2.14510, 1.33801, -0.20169], [1.12323, 0.32508, -1.00552], [-0.69540, 3.16979, -0.11288], [-0.82861, 3.76367, -1.67218], [1.41139, 1.35506, -3.06725], [0.95317, 2.96913, -3.22186], [-2.13805, 0.91322, 1.47424], [-0.08322, -3.50469, 1.01184], [1.20099, -2.77219, 1.42393], [-0.79514, -3.54971, 1.83869], [-0.59274, -3.01027, 0.18115], [0.12888, -4.53605, 0.72714], [1.88258, -2.74292, 0.57622], [1.62523, -3.27584, 2.28835], [0.93239, -1.78699, 1.81122]], "forces_ev_per_a": [[-0.8, 0.5, 0.4], [0.3, 0.1, 0.0], [0.8, 0.3, 0.2], [-0.1, -0.1, -0.1], [-0.7, -0.1, 0.3], [-0.2, 0.1, -1.0], [0.4, 0.0, -0.2], [0.1, -0.1, -0.1], [-0.1, 0.0, -0.1], [0.0, -0.2, -0.2], [0.0, 0.0, 0.1], [0.1, -0.1, 0.0], [0.4, 0.0, -0.2], [-0.1, -0.2, 0.3], [-0.1, 0.0, 0.4], [0.0, -0.2, 0.1], [0.0, 0.0, 0.2], [-1.0, -0.3, 0.2], [0.1, 0.0, 0.0], [0.1, -0.1, -0.1], [0.0, 0.1, -0.1], [0.3, 0.2, 0.3], [0.4, -0.1, -0.2], [0.3, 0.2, -0.3]]}

Entry 3:
{"formula": "C5H16N3", "method": "the ωB97M-V functional and the def2-TZVPD basis", "total_energy_ev": -9905.083, "molar_mass_g_mol": 118.2, "homo_ev": -12.844, "e_lumo_ev": -2.907, "e_above_lowest_ev": 4.6335, "smiles": "CNC[C@@H]([NH3+])CCN", "total_charge": 1, "gap_ha": 0.365, "symbols": ["N", "C", "C", "C", "N", "C", "N", "C", "H", "H", "H", "H", "H", "H", "H", "H", "H", "H", "H", "H", "H", "H", "H", "H"], "coordinates": [[-0.90525, 0.87428, 1.39948], [0.36838, 1.16845, 0.40227], [1.54802, 0.33324, 0.78663], [2.01400, -1.04959, 0.09837], [1.56874, -2.24450, 0.95038], [-0.21660, 0.69677, -0.80399], [-1.75461, 1.10332, -0.96525], [-2.34685, -0.05941, -1.52582], [-1.55576, 0.27230, 0.92955], [-0.55030, 0.42679, 2.26225], [-1.46635, 1.72667, 1.39070], [0.47019, 2.33550, 0.71539], [2.42827, 1.06998, 0.64999], [1.44242, 0.12069, 1.79326], [1.78178, -1.09257, -0.94294], [3.25824, -0.93041, 0.20727], [2.24783, -2.64475, 1.53357], [1.07455, -3.09933, 0.48515], [-0.06531, -0.46536, -0.92589], [0.29625, 1.17132, -1.67929], [-1.88690, 1.73377, -1.67450], [-3.14616, 0.20904, -2.15542], [-1.79649, -0.74331, -2.14547], [-2.80810, -0.91291, -0.78569]], "forces_ev_per_a": [[1.5, -0.3, 0.1], [-1.7, 1.7, 3.8], [2.9, 0.9, -2.0], [2.8, 0.1, 3.2], [-2.5, -0.1, -2.8], [-1.9, 0.4, -5.0], [3.3, -3.1, 2.1], [-2.6, -4.0, 1.5], [-0.2, -1.0, -0.2], [-0.7, 0.9, -0.1], [0.3, 0.1, 1.0], [0.2, -2.7, -1.6], [-1.2, -1.3, 0.5], [0.4, -0.4, 2.2], [-0.1, -0.4, -0.5], [-3.4, -0.6, -0.6], [1.4, -0.1, 0.7], [1.3, 2.6, 0.6], [-0.8, 2.4, 0.4], [-0.1, -0.6, 0.5], [0.4, 2.5, -1.8], [-1.4, 0.4, -0.5], [1.2, 0.2, -0.5], [0.9, 2.4, -0.9]]}

Entry 4:
{"formula": "C5H16N3", "method": "the ωB97M-V functional and the def2-TZVPD basis", "total_energy_ev": -9894.570, "molar_mass_g_mol": 118.2, "homo_ev": [-18.304, -18.184], "e_lumo_ev": [-6.500, -14.088], "e_above_lowest_ev": 2.2557, "spin_multiplicity": 2, "total_charge": 2, "gap_ha": [0.434, 0.151], "symbols": ["C", "C", "N", "N", "N", "H", "H", "H", "H", "H", "H", "H", "H", "C", "C", "C", "H", "H", "H", "H", "H", "H", "H", "H"], "coordinates": [[0.18763, 1.63731, -1.03544], [-1.60387, 1.31185, 0.59188], [-1.21055, 1.64513, -0.64908], [-0.81280, 1.27863, 1.64903], [-2.92965, 1.28125, 0.80129], [-1.84240, 1.34835, -1.37628], [0.18530, 1.35962, 1.50475], [-1.00638, 0.83014, 2.52690], [-3.51543, 1.51914, 0.01186], [-3.35701, 0.79139, 1.56258], [0.60451, 2.56184, -0.60324], [0.34474, 1.71287, -2.10562], [0.83855, 0.88184, -0.57439], [1.16200, -2.08845, 0.11580], [0.46918, -1.69308, -1.15932], [2.24320, -1.16794, 0.59171], [0.34760, -2.35899, 0.80345], [1.66326, -3.08530, -0.13603], [0.68512, -0.77975, -1.71777], [3.12140, -1.19524, -0.05379], [1.87771, -0.12913, 0.60276], [-0.61114, -1.80880, -1.00995], [0.64063, -2.46898, -1.96303], [2.51839, -1.38371, 1.62194]], "forces_ev_per_a": [[0.8, 2.0, 1.0], [-2.2, 1.3, 0.4], [0.7, -1.5, 0.0], [2.2, -0.6, -0.4], [0.3, -0.4, -1.0], [-0.3, 0.3, 0.0], [-0.1, 0.2, -0.1], [-0.8, 0.2, 0.2], [-0.2, -0.2, 0.3], [-0.1, 0.1, 0.4], [0.2, -0.1, -0.4], [-0.3, -0.2, -0.1], [-0.6, -0.4, -0.2], [-1.0, 2.9, -1.7], [-0.1, -0.5, 0.6], [-0.1, -0.9, 0.9], [0.4, -0.8, 0.5], [0.1, -0.6, 0.4], [0.7, -0.1, 0.3], [0.3, 0.3, -0.1], [-0.1, 0.0, -0.5], [-0.2, -0.4, -0.3], [-0.1, -0.2, -0.1], [0.3, -0.3, -0.1]]}

Entry 5:
{"formula": "C5H16N3O", "method": "the ωB97M-V functional and the def2-TZVPD basis", "total_energy_ev": -11954.605, "molar_mass_g_mol": 134.2, "homo_ev": -13.071, "e_lumo_ev": -3.148, "e_above_lowest_ev": 2.8575, "total_charge": 1, "gap_ha": 0.365, "symbols": ["C", "C", "C", "N", "N", "N", "H", "H", "H", "H", "H", "H", "H", "H", "H", "H", "C", "C", "O", "H", "H", "H", "H", "H", "H"], "coordinates": [[0.31322, 0.10722, 1.43664], [0.72057, -1.10641, 2.24132], [-1.87385, 0.96616, 0.82686], [-1.16392, 0.14677, 1.64302], [-1.36927, 1.95619, 0.08502], [-3.23087, 0.80463, 0.69170], [0.64601, 1.10113, 1.86504], [0.62768, 0.30298, 0.40758], [-0.04864, -1.94551, 2.14026], [0.65402, -0.89289, 3.29257], [-1.49846, -0.02347, 2.57571], [-0.35463, 2.04991, 0.03425], [-1.79708, 2.12527, -0.81918], [-3.62131, 0.16091, 1.35074], [-3.71057, 1.57362, 0.23750], [1.43882, -1.83113, 1.84240], [1.19518, -0.93553, -2.73742], [2.43772, -0.41019, -1.93584], [0.05184, -0.88990, -1.91054], [1.30654, -0.40814, -3.72364], [1.22264, -1.96295, -3.14776], [2.63891, -1.31066, -1.19763], [-0.06606, -0.00840, -1.55016], [2.21357, 0.38736, -1.20948], [3.26792, 0.04302, -2.43897]], "forces_ev_per_a": [[-0.3, 1.9, 1.7], [-1.3, -2.6, -1.2], [-2.4, -0.8, 0.6], [-0.1, 2.0, -2.7], [1.6, -0.5, -0.8], [2.6, 0.4, 0.4], [0.4, -1.2, 0.3], [-0.5, -1.4, -0.1], [-0.2, 1.5, -0.1], [1.0, 0.0, 0.5], [-0.2, -0.3, 0.0], [-0.5, 0.2, 0.3], [-0.2, 0.1, 0.2], [-0.9, -0.1, -0.2], [-0.5, -0.5, 0.5], [1.3, 1.3, 0.5], [2.1, 0.8, -1.1], [-1.1, -2.8, 2.6], [-0.5, 0.1, -0.5], [-1.6, 0.5, 0.8], [0.5, 0.2, 1.1], [0.6, 1.8, -1.5], [0.2, 0.1, -0.3], [-0.8, 0.0, -0.3], [0.6, -0.7, -0.7]]}

Entry 6:
{"formula": "C5H16N4", "method": "the ωB97M-V functional and the def2-TZVPD basis", "total_energy_ev": -11402.105, "molar_mass_g_mol": 132.2, "homo_ev": -8.193, "e_lumo_ev": 0.992, "e_above_lowest_ev": 3.4307, "smiles": "CN(C)N(N)C(C)(C)N", "total_charge": 0, "gap_ha": 0.338, "symbols": ["C", "C", "C", "C", "C", "N", "N", "N", "N", "H", "H", "H", "H", "H", "H", "H", "H", "H", "H", "H", "H", "H", "H", "H", "H"], "coordinates": [[-0.89321, 0.04795, -0.45414], [1.00454, 0.22806, 2.38003], [1.94552, 0.77721, 0.21870], [-2.21699, -0.68035, -0.66169], [-0.19961, 0.18072, -2.02377], [-0.06482, -0.68669, 0.45928], [1.14692, -0.15414, 0.99004], [0.08022, -2.04084, 0.09480], [-1.14365, 1.33373, 0.12197], [0.84834, -2.16250, -0.56753], [0.30709, -2.56113, 0.93842], [-1.87045, 1.82257, -0.38541], [-0.30807, 1.90795, 0.15151], [1.86707, 1.80681, 0.59689], [2.00079, 0.28389, 2.82025], [0.50501, 1.19676, 2.51732], [0.42514, -0.53603, 2.89550], [2.99119, 0.46518, 0.25218], [1.57808, 0.76148, -0.87212], [-2.75779, -0.22739, -1.49388], [-2.81692, -0.60131, 0.24324], [-2.04600, -1.72660, -0.88574], [-0.84511, 0.88879, -2.54292], [-0.34534, -0.79405, -2.48548], [0.80806, 0.46993, -2.30743]], "forces_ev_per_a": [[1.6, 0.3, -2.2], [0.0, 0.0, 0.0], [-0.6, -0.2, -1.8], [0.1, 0.2, -0.1], [-1.8, -0.6, 0.8], [0.5, -0.8, 1.0], [-0.7, 0.0, 0.0], [0.1, -0.1, -0.3], [0.0, 0.5, 0.3], [0.0, 0.0, 0.2], [0.0, 0.2, -0.2], [0.1, 0.0, 0.0], [-0.2, 0.0, -0.1], [0.0, 0.0, 0.0], [0.0, 0.0, 0.1], [0.0, 0.0, 0.0], [0.1, 0.0, 0.0], [0.1, 0.2, -0.1], [1.0, 0.1, 2.1], [0.0, 0.1, 0.0], [0.0, 0.0, 0.1], [0.0, 0.0, 0.0], [-0.2, 0.0, -0.1], [-0.1, -0.1, -0.1], [0.1, 0.1, 0.7]]}